# 1
9 unconnected molecules or ions with the total composition C34H68Br2N8O12 in a non-equilibrium geometry. Source: the OMol25 dataset; level of theory: ωB97M-V with the def2-TZVPD basis set.

Electronic energy in eV: -212932.88453
Orbital gap in hartree: 0.2865
SMILES string: CCCOC1=C([C@@H](Br)[C@H](C)Br)C(=O)OC1=O.CN(C)C=O.CN(C)C=O.CN(C)C=O.CN(C)C=O.CN(C)C=O.CN(C)C=O.CN(C)C=O.CN(C)C=O
Net charge: 0
LUMO level in eV: -0.919
Multiplicity: 1

Positions of all 124 atoms, in Å:
C1 1.137 0.584 -2.821
C2 0.669 -0.499 -1.688
C3 -0.473 -1.454 -2.288
O1 -0.262 -2.884 -2.004
C4 -0.154 -3.105 -0.613
C5 0.954 -3.838 -0.091
C6 2.112 -4.495 -0.963
Br1 3.549 -3.147 -1.224
C7 2.672 -5.892 -0.367
C8 4.095 -6.159 -1.119
Br2 1.455 -7.432 -0.741
C9 0.684 -3.793 1.475
O2 1.056 -4.509 2.421
O3 -0.139 -2.609 1.677
C10 -1.084 -2.678 0.613
O4 -2.327 -2.503 0.627
H1 1.060 1.665 -2.464
H2 2.235 0.375 -3.062
H3 0.540 0.501 -3.789
H4 0.324 0.125 -0.778
H5 1.624 -1.035 -1.367
H6 -1.482 -1.092 -1.866
H7 -0.542 -1.378 -3.436
H8 1.637 -4.763 -1.983
H9 2.929 -5.795 0.741
H10 4.051 -5.882 -2.236
H11 4.966 -5.619 -0.586
H12 4.380 -7.279 -1.096
C11 -3.814 -2.977 -2.916
O5 -3.269 -2.976 -4.005
N1 -4.828 -2.146 -2.540
C12 -5.427 -2.209 -1.222
C13 -5.323 -1.169 -3.490
H13 -3.515 -3.680 -2.121
H14 -6.493 -2.428 -1.325
H15 -5.300 -1.243 -0.726
H16 -4.959 -2.986 -0.616
H17 -5.691 -1.687 -4.379
H18 -4.504 -0.508 -3.784
H19 -6.129 -0.580 -3.049
C14 2.448 4.601 -2.523
O6 1.643 3.956 -3.168
N2 2.138 5.454 -1.505
C15 3.154 6.191 -0.780
C16 0.747 5.630 -1.135
H20 3.531 4.542 -2.722
H21 3.105 5.919 0.278
H22 2.965 7.262 -0.890
H23 4.150 5.963 -1.162
H24 0.330 4.664 -0.838
H25 0.191 6.000 -2.000
H26 0.656 6.338 -0.310
C17 -3.688 -1.085 5.866
O7 -4.248 -0.237 6.539
N3 -2.522 -0.905 5.186
C18 -1.913 -1.964 4.404
C19 -1.867 0.387 5.245
H27 -4.101 -2.101 5.754
H28 -0.915 -2.169 4.799
H29 -1.834 -1.638 3.365
H30 -2.510 -2.876 4.448
H31 -1.631 0.622 6.286
H32 -2.546 1.151 4.858
H33 -0.950 0.379 4.654
C20 3.169 -0.915 -6.251
O8 2.563 -1.277 -5.257
N4 2.952 0.248 -6.927
C21 3.717 0.611 -8.106
C22 1.924 1.154 -6.454
H34 3.971 -1.528 -6.695
H35 4.232 1.551 -7.919
H36 3.034 0.730 -8.950
H37 4.452 -0.160 -8.347
H38 2.156 1.457 -5.430
H39 0.961 0.636 -6.456
H40 1.867 2.037 -7.093
C23 -2.696 3.154 8.950
O9 -2.020 3.741 9.777
N5 -3.965 3.492 8.586
C24 -4.707 2.742 7.592
C25 -4.594 4.638 9.214
H41 -2.315 2.270 8.413
H42 -4.969 3.410 6.766
H43 -5.619 2.350 8.049
H44 -4.115 1.910 7.206
H45 -3.990 5.528 9.017
H46 -4.637 4.475 10.294
H47 -5.602 4.785 8.825
C26 -7.050 7.459 8.551
O10 -7.657 6.408 8.652
N6 -6.479 7.934 7.407
C27 -5.770 9.197 7.366
C28 -6.584 7.150 6.191
H48 -6.911 8.131 9.413
H49 -6.259 9.857 6.645
H50 -4.738 9.017 7.055
H51 -5.770 9.677 8.346
H52 -7.640 7.007 5.948
H53 -6.127 6.171 6.356
H54 -6.083 7.655 5.365
C29 4.024 -10.452 2.543
O11 4.584 -10.469 1.463
N7 3.014 -9.604 2.894
C30 2.395 -9.642 4.203
C31 2.545 -8.632 1.924
H55 4.303 -11.148 3.351
H56 1.328 -9.850 4.087
H57 2.526 -8.672 4.688
H58 2.844 -10.417 4.826
H59 2.187 -9.157 1.039
H60 3.379 -7.986 1.635
H61 1.740 -8.028 2.344
C32 5.954 2.596 -9.579
O12 4.748 2.496 -9.712
N8 6.885 2.098 -10.441
C33 8.308 2.256 -10.216
C34 6.438 1.386 -11.623
H62 6.401 3.117 -8.716
H63 8.743 2.802 -11.057
H64 8.770 1.269 -10.143
H65 8.498 2.809 -9.295
H66 5.813 2.050 -12.226
H67 5.839 0.524 -11.317
H68 7.290 1.049 -12.214

***

# 2
12 unconnected molecules or ions with the total composition C25H74N8O12 in a non-equilibrium geometry. Source: the OMol25 dataset; level of theory: ωB97M-V with the def2-TZVPD basis set.

Electronic energy in eV: -63611.82663
Orbital gap in hartree: 0.3551
SMILES string: NC(N)=O.NC(N)=O.NC(N)=O.NC(N)=O.CC(C)O.CC(C)O.CC(C)O.CC(C)O.CC(C)O.CCO.CCO.CCO
Relative energy (zero: lowest compared OMol25 entry of this formula, charge and spin) in kJ/mol: 787.46
Net charge: 0
LUMO level in eV: -0.101
Multiplicity: 1

Positions of all 119 atoms, in Å:
C1 -6.758 -0.145 0.886
O1 -5.890 0.075 -0.005
N1 -6.717 -1.015 1.834
N2 -7.960 0.427 0.834
H1 -7.598 -1.158 2.306
H2 -5.842 -1.498 1.974
H3 -8.697 0.190 1.482
H4 -8.115 1.025 0.034
C2 -0.636 0.151 -0.019
O2 0.076 0.537 0.802
N3 -1.066 0.635 -1.116
N4 -1.057 -1.078 0.106
H5 -0.911 1.631 -1.060
H6 -1.929 0.279 -1.500
H7 -0.927 -1.357 1.068
H8 -1.692 -1.507 -0.552
C3 -7.867 2.373 -4.484
O3 -8.645 2.697 -3.645
N5 -6.911 1.532 -4.250
N6 -7.596 2.924 -5.653
H9 -6.095 1.452 -4.839
H10 -6.783 1.308 -3.274
H11 -6.933 2.333 -6.134
H12 -8.170 3.564 -6.182
C4 0.860 6.743 0.161
O4 1.973 6.735 -0.324
N7 0.228 5.639 0.337
N8 0.235 7.745 0.625
H13 0.941 4.942 0.176
H14 -0.592 5.657 0.927
H15 0.583 8.674 0.431
H16 -0.661 7.588 1.063
C5 5.139 1.702 -3.279
C6 4.714 2.094 -1.856
O5 5.606 3.065 -1.367
H17 5.185 2.595 -3.903
H18 4.312 1.187 -3.768
H19 6.174 1.361 -3.313
H20 4.778 1.350 -1.062
H21 3.753 2.605 -1.809
H22 5.158 3.901 -1.218
C7 3.399 -4.904 -4.327
C8 3.111 -4.743 -2.861
O6 3.204 -3.378 -2.363
H23 2.858 -4.297 -5.053
H24 3.215 -5.934 -4.630
H25 4.437 -4.624 -4.504
H26 3.701 -5.409 -2.230
H27 2.086 -5.043 -2.644
H28 2.399 -2.920 -2.616
C9 -0.415 -6.804 1.644
C10 0.647 -7.798 1.380
O7 -0.063 -9.009 1.260
H29 -0.069 -5.824 1.315
H30 -0.669 -6.728 2.701
H31 -1.290 -6.907 1.001
H32 1.307 -8.019 2.219
H33 1.251 -7.611 0.493
H34 -0.172 -9.415 2.123
C11 -2.471 -5.854 -4.211
C12 -2.435 -4.424 -3.942
C13 -3.148 -3.557 -4.969
O8 -3.050 -4.371 -2.657
H35 -2.163 -6.212 -5.193
H36 -3.459 -6.284 -4.048
H37 -1.801 -6.341 -3.503
H38 -1.430 -4.041 -3.763
H39 -2.695 -3.555 -5.961
H40 -3.056 -2.486 -4.786
H41 -4.206 -3.793 -5.077
H42 -3.970 -4.226 -2.892
C14 -2.085 1.859 5.166
C15 -2.444 0.541 5.825
C16 -1.807 -0.644 5.282
O9 -2.106 0.651 7.158
H43 -1.037 2.141 5.267
H44 -2.674 2.659 5.616
H45 -2.343 1.888 4.108
H46 -3.474 0.188 5.871
H47 -1.892 -1.480 5.976
H48 -0.737 -0.467 5.178
H49 -2.309 -0.933 4.359
H50 -2.825 0.404 7.744
C17 4.646 -3.031 3.490
C18 5.642 -4.132 3.005
C19 6.647 -3.586 1.950
O10 6.252 -4.598 4.145
H51 3.837 -2.900 2.771
H52 5.100 -2.069 3.728
H53 4.111 -3.203 4.424
H54 5.105 -4.910 2.462
H55 5.939 -3.173 1.231
H56 7.378 -4.248 1.485
H57 7.260 -2.795 2.379
H58 6.654 -3.858 4.606
C20 0.126 5.140 -4.708
C21 -1.348 4.963 -5.076
C22 -2.238 5.532 -3.990
O11 -1.460 5.648 -6.222
H59 0.350 4.491 -3.861
H60 0.379 6.148 -4.380
H61 0.770 4.825 -5.529
H62 -1.653 3.920 -5.163
H63 -2.039 6.579 -3.761
H64 -2.188 4.885 -3.113
H65 -3.310 5.538 -4.186
H66 -1.031 6.497 -6.092
C23 4.745 3.696 7.177
C24 4.434 4.461 5.896
C25 4.325 3.475 4.683
O12 3.246 5.177 6.011
H67 5.825 3.558 7.241
H68 4.215 2.746 7.246
H69 4.398 4.326 7.995
H70 5.178 5.252 5.806
H71 4.616 3.870 3.709
H72 3.388 2.925 4.771
H73 5.072 2.681 4.672
H74 2.641 4.922 5.310